(1)
23
Properties=species:S:1:pos:R:3:forces:R:3:mulliken_charge:R:1 method="wB97M-V/def2-TZVPD" gap_ev="9.76 / 5.73" s_squared=0.768 charge=+1 spin_multiplicity=2 energy_ev=-9549.8072 e_lumo_ev="-4.3727 / -8.3988" max_force_ev_per_a=7.330
C -1.4036 -1.9716 -0.4320 -0.425 1.176 2.939 -0.3552
C -1.6712 -3.0496 -1.3832 2.602 -1.509 -2.067 -0.9292
H -1.0009 -1.0517 -0.7931 -0.120 0.456 -0.955 -0.1348
H -2.3317 -1.7144 0.1361 0.567 -0.012 -0.355 0.3116
H -0.6540 -2.1921 0.3711 -0.552 -0.508 -0.594 0.2854
H -2.3969 -2.8501 -2.1770 0.149 0.111 0.271 0.2961
H -1.9215 -3.9445 -0.8668 -0.755 -0.703 0.467 0.3098
H -0.6679 -3.3857 -1.8643 -1.609 0.728 0.294 0.2411
C 2.7928 0.6117 0.7249 1.702 0.447 1.629 -1.4246
C -1.1292 2.0974 0.1383 1.729 -1.115 1.462 -0.4033
C -0.5132 2.3448 1.4585 3.863 -2.132 -3.194 -0.5504
C -0.4781 1.2590 -0.8925 0.395 1.312 0.609 -0.4788
C 0.8495 1.8050 1.5990 -6.834 2.575 0.628 -0.4632
C 0.7712 0.7538 -0.6288 -2.454 0.839 -1.085 -0.2086
C 1.3593 1.0865 0.5706 4.602 -2.252 -0.684 1.1363
H -2.1278 2.3959 -0.0387 -0.852 0.524 -0.196 0.4567
H -0.8767 2.9997 2.1998 -0.860 0.400 0.624 0.4570
H -0.9377 1.2298 -1.8832 0.003 -0.337 0.443 0.4404
H 1.2302 1.9401 2.5604 1.402 0.058 1.069 0.4665
H 1.3612 0.1953 -1.3166 0.010 -0.362 -0.574 0.4644
H 3.3568 1.4196 1.2893 -0.684 -1.163 -0.068 0.3483
H 3.5313 0.3867 -0.0728 -1.435 0.310 -0.594 0.3941
H 2.8580 -0.3658 1.3010 -0.443 1.157 -0.070 0.3403


(2)
19
Properties=species:S:1:pos:R:3:forces:R:3:mulliken_charge:R:1 method="wB97M-V/def2-TZVPD" gap_ev=7.00 charge=-2 energy_ev=-26769.7105 smiles="O=C([O-])C1([P@](=O)([O-])O)NCCN1" e_lumo_ev=6.2524 max_force_ev_per_a=3.096
O -1.3143 0.8644 -1.9662 -2.217 -0.823 -1.134 -0.7454
C -0.2088 0.9940 -1.4490 1.045 2.786 -0.856 0.2643
O 0.4665 2.0531 -1.5712 0.803 -0.325 0.138 -0.7879
C 0.2258 -0.0297 -0.4386 1.793 -0.789 0.397 0.9107
P 1.5107 -1.4387 -1.2085 -0.676 -1.388 -0.926 0.7561
O 2.9004 -0.9086 -1.4157 -0.796 0.061 0.476 -0.7706
O 0.7817 -2.1537 -2.3553 0.565 1.296 1.502 -0.7938
O 1.7027 -2.7296 -0.0276 0.083 1.896 -0.515 -0.6204
N 0.8067 0.7434 0.7155 -0.372 -2.618 0.507 -0.6291
C -0.2825 1.1806 1.5346 -1.197 0.905 -1.138 -0.5556
C -1.4055 0.1526 1.2346 -0.977 1.237 -0.769 -0.3959
N -1.0119 -0.6167 0.0450 -1.270 -0.579 0.440 -0.7532
H 0.8263 -2.9165 0.3010 -0.589 -0.108 0.034 0.2823
H 1.3658 1.4983 0.4241 0.590 0.729 -1.007 0.3177
H -0.6619 2.1889 1.2228 0.302 -0.320 0.237 0.2232
H -0.0163 1.2317 2.5891 -0.022 -0.095 0.247 0.3840
H -1.5221 -0.3876 2.1619 -0.502 -0.892 0.098 0.2642
H -2.3969 0.6395 0.8948 1.272 -0.327 1.298 0.2438
H -1.7665 -0.3653 -0.6914 2.165 -0.643 0.970 0.4056


(3)
16
Properties=species:S:1:pos:R:3:forces:R:3:mulliken_charge:R:1 method="wB97M-V/def2-TZVPD" gap_ev=5.91 energy_ev=-29008.0421 e_lumo_ev=-2.9023 max_force_ev_per_a=2.456
C 1.2083 -1.8973 -0.3272 0.876 0.058 -1.969 -0.5750
S 2.1737 -0.6850 -1.3143 -0.050 0.693 1.606 0.0980
S 2.9409 0.5111 0.1483 -2.241 -1.003 0.055 -0.1440
H 0.5323 -1.5503 0.4615 0.448 0.545 -0.066 0.2373
H 0.6296 -2.2685 -1.1803 -0.178 -0.648 0.492 0.2317
H 1.9558 -2.6096 -0.0025 -0.363 -0.356 0.432 0.3367
H 0.5376 0.4991 1.0419 2.023 0.206 -0.298 -0.0153
H 0.9615 1.5099 -0.4815 0.238 0.893 0.050 0.1701
H 0.5477 3.0381 -0.8471 0.448 -0.238 0.380 0.2660
O 0.3289 2.1058 -0.9089 -1.031 -0.336 -0.637 -0.6457
H -1.3627 1.3549 -0.0918 0.027 0.602 -0.349 0.3948
H -2.8095 1.8324 -0.3696 0.190 -0.015 -0.094 0.3098
O -2.2724 1.3077 0.2298 -0.197 -0.342 0.320 -0.6531
H -1.2739 -0.5717 0.8925 -0.196 0.010 0.102 0.3346
H -2.5250 -1.2178 1.3852 -0.028 -0.041 0.072 0.2896
O -1.5727 -1.3589 1.3640 0.034 -0.025 -0.095 -0.6355


(4)
11
Properties=species:S:1:pos:R:3:forces:R:3:mulliken_charge:R:1 method="wB97M-V/def2-TZVPD" gap_ev="7.12 / 7.12" charge=+1 energy_ev=-61681.8956 e_lumo_ev="-6.4742 / -6.4740" max_force_ev_per_a=3.214
H 1.9120 2.0582 -0.0745 1.493 -1.251 -0.520 -0.0703
O 0.1409 0.8639 -0.0804 -3.180 -0.433 -0.163 -0.0348
C -1.3421 0.6526 -0.3379 0.082 0.022 0.039 -0.2529
C -0.6425 -0.3424 0.4433 -0.542 -0.761 0.471 0.0528
O -0.4140 -1.5764 -0.1054 0.343 0.712 -0.161 -0.2266
C 0.8542 -2.1995 -0.0574 -1.811 -1.211 -0.211 0.0454
O 1.7787 -1.3905 0.1868 2.198 2.158 -0.182 -0.0491
Ga 1.8943 0.4262 -0.2978 0.893 0.715 0.877 0.6085
H -1.5787 0.4282 -1.3793 0.184 0.059 0.297 0.2565
H -1.9513 1.4030 0.1667 0.356 -0.103 -0.149 0.2471
H -0.6514 -0.3233 1.5359 -0.017 0.093 -0.300 0.4233


(5)
18
Properties=species:S:1:pos:R:3:forces:R:3:mulliken_charge:R:1 method="wB97M-V/def2-TZVPD" gap_ev=7.82 energy_ev=-9907.5034 smiles="C=NC(=C)C.O.O" e_lumo_ev=-0.3957 max_force_ev_per_a=2.600
C 0.0114 -2.0872 0.5443 0.795 1.273 0.090 -0.3921
N -0.2948 -0.8545 0.5811 -1.430 -1.748 -1.287 -0.4158
C -0.6418 -0.0672 -0.6008 1.330 -0.664 0.454 0.8611
C 0.2130 0.1601 -1.6106 -1.412 0.389 1.359 -0.9422
C -2.1166 0.1599 -0.6687 -0.385 1.790 0.283 -1.1762
H 1.0371 -2.3781 0.2582 -0.146 -0.558 -0.449 0.2612
H -0.7049 -2.8980 0.7535 0.251 0.004 0.883 0.2522
H 1.1530 -0.3608 -1.6663 0.444 0.683 -0.067 0.2783
H -0.1841 0.9401 -2.2514 0.515 -0.573 -0.938 0.2924
H -2.4810 -0.0125 -1.6797 -0.119 -0.039 0.095 0.4000
H -2.3511 1.2005 -0.3799 0.074 -0.167 -0.285 0.2572
H -2.6754 -0.3970 0.0762 0.233 -0.461 -0.158 0.3436
O -0.8853 1.4275 2.2427 1.377 0.084 -0.170 -0.6405
H -0.1380 2.0466 2.1236 -0.760 -0.051 0.176 0.2997
H -0.4187 0.5868 2.0660 -0.743 0.082 0.044 0.3275
O 3.5366 0.9584 -0.3086 -0.085 -0.194 0.599 -0.6375
H 2.7997 1.1564 0.2937 0.292 -0.101 -0.370 0.3142
H 4.1407 0.4190 0.2266 -0.230 0.253 -0.257 0.3169


(6)
61
Properties=species:S:1:pos:R:3:forces:R:3:mulliken_charge:R:1 method="wB97M-V/def2-TZVPD" gap_ev="6.47 / 6.23" s_squared=6.060 charge=+3 spin_multiplicity=5 energy_ev=-118449.8387 e_lumo_ev="-10.0397 / -11.0884" max_force_ev_per_a=0.548
Os 0.3430 0.3756 0.6716 0.508 -0.201 0.040 0.9207
C 2.6347 -3.9042 -1.9648 -0.004 -0.042 -0.039 -0.5637
C 1.2959 -3.9708 -2.3510 -0.020 0.019 0.024 -0.8528
C 0.3467 -3.2002 -1.7163 0.000 -0.093 -0.075 -0.5737
C 0.7301 -2.3434 -0.6580 -0.045 0.127 0.100 1.1180
C 2.1002 -2.2446 -0.3176 0.056 -0.055 -0.079 -0.2119
C 3.0344 -3.0275 -0.9529 -0.028 0.072 0.056 -1.0418
N -0.1642 -1.5404 0.0104 0.043 0.001 0.038 0.0541
C -1.5418 -1.7899 0.0172 -0.004 -0.197 -0.002 0.7721
C -2.0908 -3.0779 -0.0188 0.079 0.040 0.037 -0.5194
C -3.4640 -3.2387 -0.0022 -0.096 -0.010 0.004 -0.7775
C -4.3261 -2.1418 0.0558 0.020 0.023 0.002 -0.7237
C -3.8101 -0.8604 0.1430 -0.080 0.026 0.007 -0.5574
C -2.4338 -0.6960 0.1386 0.118 0.257 0.047 0.0305
N -1.7814 0.5369 0.3174 -0.342 -0.112 -0.026 1.2444
N -2.3622 1.6162 0.5190 0.097 0.210 0.084 -1.2871
C -1.4572 2.6709 0.8157 -0.171 -0.180 -0.092 0.1853
C -1.9630 3.9457 0.9364 0.042 0.047 -0.002 -0.4772
C -1.0893 4.9822 1.2572 -0.030 -0.088 -0.023 -0.5565
C 0.2488 4.6899 1.4552 0.043 -0.022 0.007 -0.7789
C 0.6851 3.3767 1.3399 0.040 0.055 0.052 -0.4013
N -0.1430 2.3819 1.0172 -0.206 -0.044 0.030 0.7495
H 3.3703 -4.5204 -2.4645 -0.001 0.000 0.004 0.4704
H 1.0013 -4.6221 -3.1626 -0.002 0.007 -0.003 0.4628
H -0.6786 -3.2207 -2.0593 0.042 0.010 0.006 0.6705
H 2.4136 -1.5646 0.4679 0.016 0.022 0.002 0.2407
H 4.0764 -2.9672 -0.6699 -0.003 -0.006 0.006 0.4890
H -1.4468 -3.9468 -0.0179 -0.002 0.036 0.005 0.6816
H -3.8792 -4.2379 -0.0178 0.016 -0.001 -0.007 0.4635
H -5.3958 -2.2989 0.0647 -0.002 0.023 -0.003 0.4581
H -4.4522 0.0061 0.2303 -0.012 -0.019 -0.004 0.5486
H -3.0207 4.1066 0.7789 0.005 0.002 0.004 0.6174
H -1.4569 5.9947 1.3575 0.010 0.004 -0.005 0.4963
H 0.9628 5.4590 1.7155 -0.013 0.003 0.008 0.5238
H 1.7169 3.1102 1.5299 0.007 0.007 -0.005 0.5338
Se -1.3950 2.1206 5.2274 0.145 -0.075 0.011 0.3975
N -0.7412 0.7090 6.0295 -0.152 0.074 -0.106 -0.6997
C -0.2027 -0.0553 5.0926 0.048 -0.005 0.179 0.6137
C 0.3869 -1.3171 5.3488 0.035 -0.026 -0.018 -0.4332
C 0.8694 -2.0072 4.2758 0.004 0.029 -0.032 -1.0344
C 0.7860 -1.4494 2.9892 0.071 -0.006 -0.036 0.0827
N 0.2713 -0.2583 2.6828 -0.129 0.077 0.056 0.0136
C -0.2633 0.4636 3.7524 0.004 -0.007 -0.160 0.3960
N -0.8640 1.6211 3.6067 -0.093 -0.027 0.012 -0.3621
H 0.4300 -1.6977 6.3614 0.000 0.003 0.000 0.5099
H 1.3265 -2.9802 4.3818 -0.005 -0.003 0.009 0.4756
H 1.1805 -2.0210 2.1615 -0.016 -0.012 -0.005 0.4235
O 1.0647 0.7681 -1.1573 -0.071 0.073 -0.157 -0.5950
S 0.9100 2.0602 -2.0709 0.058 -0.035 0.099 0.3685
C 2.5245 2.1770 -2.8883 -0.001 0.000 0.038 -0.7119
C 2.3937 1.4631 -4.2311 0.032 -0.003 0.000 -0.5420
C 0.9779 1.7501 -4.7196 -0.033 0.019 -0.005 -0.7350
C 0.0570 1.4288 -3.5422 0.023 -0.029 -0.053 -0.4723
H 3.2455 1.7576 -2.1867 0.029 0.014 -0.026 0.3841
H 2.7199 3.2453 -2.9963 -0.033 0.009 -0.020 0.4500
H 2.5520 0.3906 -4.1075 -0.018 0.000 0.008 0.2893
H 3.1498 1.8328 -4.9215 0.000 -0.006 -0.008 0.3871
H 0.6951 1.1441 -5.5792 0.023 -0.009 0.000 0.3729
H 0.8731 2.7963 -5.0129 0.000 -0.003 0.002 0.3356
H -0.0132 0.3521 -3.3697 -0.021 0.012 0.020 0.1507
H -0.9376 1.8677 -3.5923 0.016 0.015 -0.004 0.5268